{
  "formula": "C29H46LuP2Se",
  "method": "ωB97M-V/def2-TZVPD",
  "elements": ["Lu", "C", "C", "C", "C", "C", "C", "H", "H", "H", "C", "H", "H", "H", "C", "H", "H", "H", "C", "H", "H", "H", "C", "H", "H", "H", "C", "C", "C", "C", "C", "C", "C", "C", "H", "H", "H", "H", "H", "H", "H", "H", "H", "H", "H", "H", "P", "C", "C", "P", "C", "C", "C", "H", "H", "H", "H", "H", "H", "H", "H", "H", "H", "H", "H", "H", "H", "Se", "C", "C", "C", "C", "C", "C", "H", "H", "H", "H", "H"],
  "coordinates": [[0.5018, -0.0994, 0.1674], [-1.5054, -0.7632, 1.4433], [-1.1459, -1.8859, 0.6290], [0.6458, -1.4263, 2.0364], [-0.3974, -0.4767, 2.3126], [0.1965, -2.2828, 0.9610], [-2.8726, -0.1684, 1.5514], [-3.4183, -0.2005, 0.5988], [-2.8343, 0.8793, 1.8602], [-3.5019, -0.6944, 2.2889], [-0.3986, 0.5456, 3.3950], [-1.4081, 0.9609, 3.5307], [0.2787, 1.3969, 3.2025], [-0.0722, 0.0989, 4.3471], [1.9933, -1.4582, 2.6776], [1.9118, -1.6035, 3.7713], [2.5784, -0.5302, 2.5160], [2.5895, -2.2730, 2.2392], [0.9996, -3.3500, 0.2828], [0.9863, -4.3083, 0.8253], [2.0502, -3.0535, 0.1868], [0.6341, -3.5492, -0.7338], [-2.0620, -2.5941, -0.3173], [-2.4145, -3.5709, 0.0596], [-1.5730, -2.7873, -1.2774], [-2.9549, -2.0022, -0.5320], [-0.5958, 2.2793, -1.6025], [-1.7078, 1.5255, -1.4778], [-2.1776, 0.4530, -2.4140], [-1.1321, -0.2586, -3.3111], [0.0988, -0.8286, -2.7011], [1.2708, -0.1262, -2.5741], [1.4878, 1.3170, -2.8986], [0.2806, 2.2963, -2.8240], [-2.9171, 0.8566, -3.1347], [-0.8484, 0.4440, -4.1233], [-2.7092, -0.3058, -1.8107], [-0.3146, 2.1900, -3.7545], [-0.3687, 3.0471, -0.8407], [-2.3665, 1.6744, -0.6091], [0.7256, 3.3076, -2.8938], [2.2598, 1.6768, -2.1984], [2.1879, -0.6502, -2.2715], [1.9049, 1.4595, -3.9192], [-1.6770, -1.0647, -3.8390], [0.1052, -1.9115, -2.5220], [-0.2538, 1.4737, -5.9959], [-0.4117, 3.2906, -6.2249], [-1.5500, 0.9288, -7.1877], [2.0141, -0.4207, -6.6254], [1.2810, 1.2441, -6.9932], [1.3678, -1.3565, -8.0992], [3.6453, -0.0222, -7.3999], [0.4383, 3.8140, -5.7643], [-1.3314, 3.6419, -5.7380], [-0.4446, 3.5307, -7.2976], [-1.5091, 1.4928, -8.1325], [-2.5283, 1.1020, -6.7201], [-1.4837, -0.1438, -7.3978], [3.4974, 0.3076, -8.4403], [4.2971, -0.9068, -7.3762], [4.1293, 0.7814, -6.8341], [1.9959, 2.0299, -6.6851], [1.0904, 1.3475, -8.0771], [1.8934, -2.3219, -8.1410], [1.5503, -0.8215, -9.0440], [0.2987, -1.5797, -8.0132], [2.7436, 1.5275, 0.7634], [2.8398, 2.6501, 2.3105], [2.7499, 2.1365, 3.6240], [3.1684, 2.8897, 4.7203], [3.6118, 4.2034, 4.5515], [3.6081, 4.7719, 3.2717], [3.1804, 4.0213, 2.1669], [2.3977, 1.1173, 3.7728], [3.1573, 2.4394, 5.7139], [3.9589, 4.7830, 5.4039], [3.9493, 5.8037, 3.1201], [3.1677, 4.4699, 1.1682]],
  "atomic_forces_ev_per_a": [[1.0, 3.2, -2.5], [0.5, -0.9, 0.4], [0.3, 0.0, 0.6], [-0.9, -0.4, 0.1], [-0.3, -1.2, 0.0], [-0.7, 0.3, 1.0], [-0.5, 0.3, -0.2], [0.2, 0.0, 0.2], [0.0, -0.1, 0.0], [0.4, 0.1, -0.2], [0.1, 0.6, 0.4], [0.4, -0.2, 0.1], [-0.2, -0.3, 0.0], [-0.1, 0.1, -0.3], [0.8, 0.0, 0.4], [0.0, -0.1, -0.5], [-0.4, -0.6, 0.1], [-0.1, 0.2, 0.4], [0.2, -0.3, -0.2], [0.0, 0.3, -0.1], [0.0, -0.1, 0.0], [0.0, 0.0, 0.3], [-0.2, -0.3, -0.4], [0.3, 0.4, 0.0], [-0.1, -0.1, 0.1], [0.1, -0.1, 0.1], [-0.1, 0.0, 0.4], [0.4, -0.1, 0.7], [-0.2, -0.6, -0.3], [-0.9, 0.3, -0.6], [1.4, 0.4, 0.3], [-1.1, -0.9, -0.1], [0.1, 1.0, 0.2], [0.4, 0.5, -0.6], [0.1, 0.0, 0.5], [0.0, -0.7, 0.7], [0.1, 0.4, -0.3], [0.3, 0.1, 0.9], [-0.2, -0.5, -0.3], [0.3, 0.1, -0.3], [-0.2, -0.4, 0.1], [-0.1, 0.0, -0.3], [-0.3, -0.1, -0.1], [-0.1, -0.5, 0.5], [0.2, 0.2, 0.3], [0.2, 0.4, 0.1], [0.2, 0.6, -1.5], [-0.2, 0.2, 0.0], [-0.2, 0.0, 0.0], [0.4, 0.2, -1.1], [-0.2, -0.1, 0.1], [-0.1, -0.3, 0.2], [0.2, -0.2, 0.1], [-0.2, -0.2, -0.1], [0.2, 0.0, -0.2], [0.0, 0.1, 0.3], [0.0, -0.2, 0.3], [0.1, 0.0, -0.2], [0.1, 0.2, 0.0], [0.1, -0.1, 0.3], [-0.1, 0.3, -0.1], [0.0, -0.2, -0.1], [-0.2, -0.4, -0.1], [0.1, 0.1, 0.4], [-0.1, 0.2, 0.0], [-0.1, -0.1, 0.3], [0.2, 0.1, 0.0], [-0.9, -0.3, -0.7], [-0.1, 1.0, 1.3], [0.3, 0.0, -0.6], [-0.2, 0.2, -0.1], [0.0, -0.1, -0.4], [-0.3, -0.2, -0.1], [0.2, -0.7, -0.1], [0.3, 0.2, 0.0], [-0.1, 0.1, -0.3], [-0.1, -0.1, -0.2], [-0.2, -0.5, 0.1], [0.1, -0.2, 0.4]],
  "mulliken_charge": [0.6551, -0.0342, 1.2087, 0.6351, 0.8013, -0.0400, -1.9199, 0.4220, 0.5161, 0.2817, -1.3761, 0.4566, 0.1451, 0.3111, -1.0024, 0.3195, 0.1338, 0.3723, -1.6355, 0.3527, 0.3755, 0.3673, -1.4220, 0.3459, 0.2722, 0.4121, -0.6576, -0.6243, -0.7085, 0.7472, -0.0678, -0.9901, -0.2212, -0.0363, 0.5924, -1.9297, 0.2099, -0.5654, 0.3821, 0.5643, 0.5723, 0.4467, 0.5970, 0.2493, 0.7799, 0.4460, 1.0978, -1.4689, -1.3123, 0.3835, -1.3451, -1.1838, -1.2107, 0.3617, 0.3956, 0.4413, 0.3911, 0.3861, 0.2737, 0.3407, 0.3930, 0.3490, 0.5944, 0.6298, 0.4168, 0.3449, 0.2986, -0.2346, 0.4092, 0.0916, -0.8603, -0.3825, -0.5518, -0.4759, 0.2432, 0.3674, 0.3794, 0.3399, 0.3568],
  "homo_energy_ev": -10.2,
  "lumo_ha": -0.1117,
  "total_charge": 1
}

***

{
  "formula": "C29H48AlNOP3S",
  "method": "ωB97M-V/def2-TZVPD",
  "elements": ["Al", "P", "P", "P", "H", "C", "C", "H", "C", "C", "C", "C", "C", "C", "C", "C", "C", "H", "H", "H", "H", "H", "H", "H", "H", "H", "H", "H", "H", "H", "H", "H", "H", "H", "H", "H", "H", "H", "H", "H", "H", "H", "H", "H", "H", "H", "C", "C", "C", "C", "C", "C", "O", "H", "H", "H", "H", "H", "H", "N", "S", "C", "C", "C", "C", "C", "C", "C", "C", "C", "C", "C", "C", "H", "H", "H", "H", "H", "H", "H", "H", "H", "H", "H"],
  "coordinates": [[-0.0643, -0.1090, -0.4061], [0.3267, -2.1427, -1.7395], [2.4132, -0.1637, 0.5024], [-2.3497, 0.3249, -1.2361], [1.6010, 2.0294, -1.1037], [0.5178, 1.9897, -0.9256], [-0.0141, 2.0110, 0.3776], [0.6232, 2.0271, 1.2662], [0.9617, -1.7033, -3.3788], [1.5297, -3.3288, -1.0397], [-1.1943, -3.1094, -2.0245], [2.9987, 1.3166, 1.4053], [3.0265, -1.4882, 1.6066], [3.6287, -0.2198, -0.8798], [-3.0121, 1.9801, -0.8396], [-3.6794, -0.8274, -0.7625], [-2.3823, 0.3509, -3.0662], [-0.0778, 2.3384, -1.7812], [-0.9994, 2.4345, 0.5873], [1.1542, -2.6288, -3.9367], [1.8872, -1.1211, -3.2822], [0.2258, -1.0939, -3.9130], [1.5313, -4.2232, -1.6809], [1.2296, -3.6221, -0.0219], [2.5425, -2.9017, -1.0146], [-0.9042, -4.0839, -2.4441], [-1.8639, -2.5950, -2.7275], [-1.7137, -3.2705, -1.0676], [4.0903, 1.2546, 1.5117], [2.5464, 1.3720, 2.4029], [2.7473, 2.2311, 0.8580], [4.1239, -1.4547, 1.6440], [2.7151, -2.4755, 1.2502], [2.6368, -1.3380, 2.6203], [4.6331, -0.0148, -0.4781], [3.3710, 0.5526, -1.6176], [3.6270, -1.1995, -1.3760], [-3.9668, 2.1415, -1.3605], [-2.3072, 2.7613, -1.1506], [-3.1755, 2.0697, 0.2416], [-4.6101, -0.5763, -1.2916], [-3.8537, -0.7673, 0.3195], [-3.3960, -1.8568, -1.0118], [-3.3428, 0.7490, -3.4274], [-2.2284, -0.6461, -3.5005], [-1.5720, 1.0015, -3.4252], [-0.8779, 0.2939, -6.6231], [-0.2804, 0.2308, -7.9005], [-0.2105, 1.4285, -8.6157], [-0.7365, 2.6056, -8.0673], [-1.4828, 2.5775, -6.8818], [-1.6637, 1.3628, -6.2204], [-0.6574, -0.6458, -5.6345], [-0.0810, -1.3691, -5.9603], [0.0967, -0.7070, -8.3053], [0.2620, 1.4536, -9.6019], [-0.5964, 3.5604, -8.5841], [-1.9368, 3.4747, -6.4647], [-2.3297, 1.2508, -5.3754], [-0.5254, -1.0047, 1.2580], [-1.6342, -0.7430, 2.4528], [-1.2920, -2.0251, 3.6679], [-2.3650, -2.4447, 4.4822], [-2.1749, -3.4512, 5.4308], [-0.9038, -4.0359, 5.5664], [0.1731, -3.6070, 4.7779], [-0.0244, -2.5943, 3.8229], [-1.0552, 0.7136, 3.3193], [-1.8903, 1.8433, 3.2803], [-1.4682, 3.0282, 3.8809], [-0.2035, 3.0954, 4.4768], [0.6036, 1.9590, 4.5519], [0.1765, 0.7548, 3.9750], [-0.1812, -1.9644, 1.3007], [-3.3275, -1.9543, 4.3727], [-3.0009, -3.7802, 6.0699], [-0.7429, -4.8300, 6.2877], [1.1798, -4.0356, 4.8942], [0.8084, -2.2101, 3.2312], [-2.8646, 1.7600, 2.8037], [-2.1292, 3.8971, 3.9022], [0.1543, 4.0324, 4.8981], [1.5527, 1.9804, 5.0936], [0.7571, -0.1614, 4.0579]],
  "atomic_forces_ev_per_a": [[-0.2, -2.5, 1.5], [0.2, 0.3, -0.6], [0.9, -0.1, -0.3], [-0.8, 0.1, -0.9], [-0.4, -0.6, 0.2], [-0.7, 1.8, 2.3], [1.4, 2.4, -2.1], [0.0, -0.6, -0.3], [0.1, -0.1, 0.2], [-0.2, 0.0, 0.2], [0.0, 0.0, 0.2], [-0.1, 0.1, 0.0], [-0.2, -0.2, 0.0], [-0.1, 0.1, 0.1], [0.0, 0.1, 0.2], [0.1, -0.1, 0.2], [0.2, 0.0, 0.2], [-0.1, -0.5, 0.3], [-0.1, -0.8, -0.4], [0.1, 0.2, 0.0], [-0.1, -0.2, -0.1], [0.1, -0.1, 0.1], [0.0, 0.2, 0.2], [0.1, 0.0, -0.3], [-0.4, -0.2, 0.0], [-0.2, 0.3, 0.1], [0.3, -0.2, 0.2], [0.2, -0.1, -0.3], [-0.3, 0.0, 0.0], [0.1, 0.0, -0.2], [0.2, -0.1, 0.1], [-0.3, 0.0, 0.0], [0.1, 0.2, 0.2], [0.1, 0.0, -0.2], [-0.3, -0.1, -0.2], [0.2, -0.2, 0.1], [0.1, 0.3, 0.1], [0.3, -0.1, 0.2], [-0.2, -0.1, 0.0], [-0.1, 0.0, -0.2], [0.3, 0.0, 0.1], [0.0, 0.0, -0.2], [-0.1, 0.3, 0.1], [0.3, -0.1, 0.2], [0.0, 0.3, 0.1], [-0.2, -0.2, 0.0], [0.2, -0.1, -0.7], [-0.3, 0.6, 0.9], [-0.3, 0.1, 0.1], [0.0, 0.4, 0.1], [-0.1, -0.4, -0.5], [0.7, 0.5, -0.2], [0.1, -1.4, -0.3], [-0.6, 0.6, -0.2], [0.2, 0.2, 0.2], [-0.2, 0.0, 0.4], [-0.1, -0.4, 0.1], [0.0, -0.1, -0.4], [0.3, 0.2, 0.0], [0.2, 0.1, -0.6], [0.1, 0.0, 1.0], [-0.3, -0.8, 0.5], [0.2, 0.3, -0.4], [0.5, 0.1, -0.1], [0.0, 0.3, -0.3], [-0.1, 0.4, -0.3], [0.0, 0.0, 0.1], [0.0, 0.7, -0.1], [0.2, -0.5, 0.0], [0.1, 0.1, 0.0], [-0.2, -0.1, -0.1], [0.0, -0.6, -0.1], [-0.1, 0.2, 0.1], [0.0, 0.3, 0.2], [0.0, -0.2, 0.0], [0.3, 0.2, -0.3], [-0.1, 0.1, 0.0], [-0.6, 0.2, 0.0], [-0.2, -0.4, 0.2], [0.1, 0.1, 0.1], [0.2, -0.3, -0.1], [-0.2, -0.2, 0.0], [-0.3, 0.1, -0.2], [0.1, 0.3, 0.1]],
  "mulliken_charge": [-1.2695, 0.9433, 0.9383, 1.1385, 0.3535, -1.1019, 0.1928, 0.1788, -0.9775, -1.2710, -1.2655, -1.3235, -1.2990, -1.3125, -1.3980, -1.3406, -1.6080, 0.4329, 0.5861, 0.6230, 0.3083, 0.0461, 0.5966, 0.3369, 0.3229, 0.6155, 0.3589, 0.3112, 0.5532, 0.2484, 0.4346, 0.5767, 0.3105, 0.3347, 0.5438, 0.3262, 0.3651, 0.5322, 0.3908, 0.3141, 0.4836, 0.3745, 0.3399, 0.7085, 0.4699, 0.2535, 0.6150, -0.8339, -0.3614, -0.4965, -0.5662, -0.2336, -0.4009, 0.2963, 0.4082, 0.3818, 0.3809, 0.3923, 0.4096, 0.4923, 0.1770, 0.4931, -0.4802, -0.7707, -0.4528, -0.9648, 0.3107, 0.5656, -0.5335, -0.7377, -0.6097, -0.5869, -0.2209, 0.3125, 0.4942, 0.4190, 0.4427, 0.4334, 0.0412, 0.5461, 0.4603, 0.4684, 0.4992, 0.5332],
  "relative_energy_kcal_mol": 4.34,
  "homo_energy_ev": -14.3,
  "lumo_ha": -0.3839,
  "total_charge": 3
}

***

{
  "formula": "C29H48AlNP3S2",
  "method": "ωB97M-V/def2-TZVPD",
  "elements": ["Al", "P", "P", "P", "H", "C", "C", "H", "C", "C", "C", "C", "C", "C", "C", "C", "C", "H", "H", "H", "H", "H", "H", "H", "H", "H", "H", "H", "H", "H", "H", "H", "H", "H", "H", "H", "H", "H", "H", "H", "H", "H", "H", "H", "H", "H", "C", "C", "C", "C", "C", "C", "S", "H", "H", "H", "H", "H", "H", "N", "S", "C", "C", "C", "C", "C", "C", "C", "C", "C", "C", "C", "C", "H", "H", "H", "H", "H", "H", "H", "H", "H", "H", "H"],
  "coordinates": [[-0.1789, 0.4973, -1.1443], [-2.1441, 2.0459, -0.7368], [-2.3885, -1.7007, 0.6252], [1.7753, 1.9230, -1.6749], [0.4195, -4.2857, -1.2107], [1.4505, -4.2212, -0.8579], [1.7837, -4.3393, 0.4318], [1.0540, -4.4880, 1.2361], [-3.2860, 2.0462, -2.1662], [-3.2590, 1.8946, 0.6966], [-1.5620, 3.7797, -0.6143], [-2.0744, -3.4911, 0.8600], [-3.1720, -1.3636, 2.2606], [-3.8830, -1.7467, -0.4558], [3.2265, 0.8174, -1.7292], [2.2130, 3.1799, -0.4146], [1.8318, 2.8226, -3.2725], [2.2089, -4.0354, -1.6287], [2.8260, -4.2754, 0.7587], [-4.0055, 2.8691, -2.0954], [-3.8343, 1.0972, -2.1949], [-2.7075, 2.1498, -3.0901], [-3.9291, 2.7639, 0.7667], [-2.6780, 1.8432, 1.6253], [-3.8764, 0.9915, 0.6182], [-2.4125, 4.4710, -0.5267], [-0.9863, 4.0497, -1.5087], [-0.9215, 3.9033, 0.2720], [-2.9495, -4.0706, 0.5353], [-1.8703, -3.6789, 1.9227], [-1.1868, -3.7895, 0.2852], [-4.2610, -1.5044, 2.2098], [-2.9408, -0.3396, 2.5802], [-2.7403, -2.0458, 3.0030], [-4.4503, -2.6651, -0.2519], [-3.5459, -1.7484, -1.5023], [-4.5118, -0.8605, -0.2923], [3.5814, 0.7408, -2.7623], [2.9430, -0.1834, -1.3767], [4.0334, 1.2088, -1.0971], [2.9912, 3.8567, -0.7980], [2.5931, 2.6894, 0.4951], [1.3239, 3.7767, -0.1562], [2.6119, 2.3867, -3.9114], [2.0441, 3.8856, -3.0993], [0.8616, 2.7098, -3.7673], [0.1858, -1.2939, -4.3650], [-0.2565, -0.5277, -5.4714], [0.2162, -0.8063, -6.7537], [1.0925, -1.8736, -6.9604], [1.4749, -2.6831, -5.8904], [1.0015, -2.4205, -4.6130], [-0.4383, -1.1298, -2.7228], [-0.4415, 0.9036, -2.6259], [-0.9963, 0.2639, -5.3492], [-0.0747, -0.1832, -7.6023], [1.5133, -2.0687, -7.9440], [2.1652, -3.5138, -6.0489], [1.2445, -3.0790, -3.7867], [0.3403, 0.5668, 0.7114], [0.6468, -0.5057, 1.9212], [2.2320, -0.1117, 2.6557], [3.0715, -1.1671, 3.0407], [4.2071, -0.8932, 3.8014], [4.5178, 0.4262, 4.1448], [3.7057, 1.4785, 3.7161], [2.5500, 1.2057, 2.9811], [-0.3445, 0.0346, 3.3364], [-0.9156, 1.3065, 3.4010], [-1.7076, 1.6527, 4.4968], [-1.8771, 0.7486, 5.5453], [-1.2576, -0.5029, 5.5092], [-0.4692, -0.8540, 4.4173], [0.4462, 1.5134, 1.0869], [2.7959, -2.1764, 2.7397], [4.8311, -1.7183, 4.1362], [5.3947, 0.6318, 4.7562], [3.9462, 2.5119, 3.9714], [1.8903, 2.0210, 2.6922], [-0.7443, 2.0254, 2.6001], [-2.1524, 2.6467, 4.5277], [-2.4990, 1.0208, 6.3946], [-1.3565, -1.2005, 6.3407], [0.0446, -1.8149, 4.3635]],
  "atomic_forces_ev_per_a": [[0.3, 0.5, 5.0], [-0.8, 0.5, -0.6], [-0.5, -0.1, 0.0], [1.0, 0.7, -0.4], [0.2, -0.1, 0.2], [0.2, 0.3, 0.3], [0.0, 0.3, -0.2], [0.2, -0.1, -0.5], [0.2, -0.1, 0.1], [0.1, -0.4, 0.4], [0.3, -0.1, 0.0], [0.5, -0.2, -0.3], [0.2, 0.5, 0.2], [0.3, 0.1, -0.3], [-0.1, -0.5, 0.1], [-0.4, 0.0, 0.4], [-0.3, -0.1, 0.0], [-0.2, -0.2, 0.4], [-0.3, -0.1, -0.2], [0.2, -0.1, 0.0], [0.1, 0.1, 0.0], [-0.2, 0.0, 0.0], [0.3, -0.1, -0.3], [-0.2, -0.1, -0.2], [0.2, 0.2, 0.0], [0.2, -0.3, 0.0], [-0.1, 0.0, 0.2], [-0.2, 0.0, -0.2], [0.3, 0.1, 0.2], [0.0, 0.0, -0.4], [-0.3, -0.1, 0.1], [0.3, 0.0, 0.1], [-0.3, -0.3, 0.0], [-0.2, 0.2, -0.1], [0.0, 0.4, -0.1], [-0.3, -0.1, 0.2], [0.1, -0.3, -0.1], [-0.1, -0.1, 0.2], [0.3, 0.2, 0.0], [-0.2, -0.1, -0.1], [-0.2, -0.3, 0.0], [-0.1, 0.1, -0.3], [0.4, -0.1, -0.1], [-0.3, 0.2, 0.2], [-0.1, -0.3, -0.1], [0.2, 0.2, -0.1], [0.4, -0.4, -1.3], [-0.4, 0.0, 0.2], [0.0, 0.0, 0.3], [0.3, -0.1, 0.3], [-0.1, 0.0, -0.2], [0.2, 0.4, 0.7], [-1.0, 1.6, -1.0], [-0.3, -1.9, -2.3], [0.3, -0.1, 0.1], [0.0, -0.2, 0.4], [-0.2, 0.1, 0.1], [-0.3, 0.2, 0.1], [0.3, 0.0, -0.1], [0.4, 0.0, 0.1], [0.0, 0.1, 0.5], [0.7, 0.0, 0.0], [-0.6, 0.2, -0.3], [-0.1, 0.2, 0.0], [-0.1, -0.2, -0.1], [-0.3, -0.1, -0.2], [0.2, 0.1, 0.1], [-0.4, 0.2, 0.5], [0.1, -0.3, -0.2], [0.3, 0.0, -0.1], [-0.1, -0.1, -0.1], [0.3, 0.1, -0.1], [0.1, 0.0, -0.8], [0.1, -0.1, -0.4], [0.2, 0.1, 0.2], [-0.1, 0.2, -0.1], [-0.2, 0.0, -0.2], [0.0, -0.3, 0.0], [0.1, 0.0, 0.1], [-0.2, -0.1, 0.2], [0.1, -0.3, 0.1], [0.1, -0.1, -0.1], [0.0, 0.2, -0.2], [-0.2, 0.1, 0.2]],
  "mulliken_charge": [-0.3169, 1.1086, 1.2196, 1.5388, 0.3047, -0.5247, -0.5464, 0.3295, -1.2484, -0.8511, -1.2064, -0.9532, -1.3819, -1.4258, -1.4450, -1.3162, -1.3125, 0.2316, 0.2828, 0.4701, 0.3285, 0.3746, 0.5949, -0.0667, 0.1570, 0.5672, 0.3295, 0.2620, 0.4691, 0.4181, -0.1881, 0.5036, 0.1790, 0.4729, 0.5039, 0.2866, 0.4181, 0.4662, 0.3077, 0.3899, 0.5592, 0.2214, 0.3160, 0.4723, 0.4238, 0.3306, 0.7941, -0.4302, -0.6507, -0.4494, -0.6956, -0.4602, -0.0271, -0.5841, 0.4571, 0.4162, 0.4206, 0.4236, 0.3700, 1.2982, -0.2284, 0.9453, -0.3689, -0.6525, -0.5869, -0.9149, -0.5590, 1.3185, -0.7006, -0.5477, -0.6105, -0.6710, -0.8587, -0.0453, 0.4367, 0.4601, 0.4303, 0.4505, 0.4484, 0.4783, 0.4451, 0.4483, 0.4687, 0.4770],
  "homo_energy_ev": [-16.4, -16.4],
  "lumo_ha": [-0.4326, -0.4325],
  "total_charge": 3
}

***

no.,strongest force on any atom (Eh/bohr)
1,0.081
2,0.068
3,0.097